32
Properties=species:S:1:pos:R:3:forces:R:3:mulliken_charge:R:1 method="wB97M-V/def2-TZVPD" e_homo_ev="-10.77 / -12.59" gap_ev="6.1553 / 7.8161" e_lumo_ev="-4.62 / -4.78" charge=+1 e_above_lowest_kcal_mol=118.0
C -1.909529 3.928667 -0.461822 1.2869 -0.1586 -0.2314 -0.380
C -0.537113 3.535140 -0.610652 -0.3736 1.4999 -0.2393 -0.431
C -2.788500 2.840882 -0.313403 -2.1146 0.3884 -0.7194 -0.203
C -0.109936 2.248437 -0.586799 0.3938 -1.5948 0.4050 0.090
C 1.339503 -0.792542 -1.977985 -1.3513 0.1818 0.4148 -1.348
C 1.964813 -0.736527 0.462467 -0.6209 2.2267 -0.2624 -1.439
C 0.997101 -2.820023 -0.548104 -4.0701 -0.6982 1.6474 -1.660
C -2.466432 -1.473769 -0.060109 -2.2668 -1.2338 -1.1749 -1.097
C 0.189244 1.177812 2.901871 -2.7576 1.8573 0.2395 -1.054
C 0.913946 -1.299306 -0.540245 -0.1142 1.4598 0.0869 1.359
N -2.362570 1.612717 -0.211654 -0.8278 -1.5779 0.1210 -0.746
N -1.053040 1.229243 -0.286260 0.2655 1.7730 -0.6199 0.888
Si -0.854373 -0.482246 -0.114190 0.2566 -1.5797 0.0270 0.036
H -2.124793 5.010786 -0.556182 -0.3405 -1.0864 0.1792 0.382
H 0.177268 4.347847 -0.826810 -0.2458 -0.7154 0.1519 0.356
H -3.987569 2.861280 -0.419440 3.0342 0.3598 0.6212 0.320
H 0.930959 1.886546 -0.770790 -1.0918 0.6477 0.2621 0.267
H 0.857354 0.256470 -2.157727 1.5517 -1.6960 -0.0669 0.323
H 2.493608 -0.851939 -1.990374 -1.9773 0.2882 -0.5513 0.363
H 0.797487 -1.517380 -2.658666 1.1606 1.0061 0.1730 0.432
H 2.364981 0.283796 0.002922 -0.9591 -1.7226 1.7035 0.277
H 2.776889 -1.387473 0.348716 1.4996 -0.9599 -0.0292 0.571
H 1.690777 -0.756714 1.572594 0.2528 0.4687 -1.6699 0.267
H 1.252045 -3.222929 0.402735 0.4835 0.0511 1.1878 0.487
H -0.020598 -3.373271 -0.662702 1.5862 1.0450 -0.6170 0.319
H 1.714872 -3.210572 -1.186287 1.1877 -0.4268 -1.6957 0.441
H -2.993887 -1.535861 -1.152088 1.6799 0.0920 2.2001 0.363
H -2.466886 -2.554214 0.359576 0.7817 1.6884 -0.9292 0.375
H -3.341285 -1.062105 0.499179 1.0836 0.4226 -0.1464 0.370
H 0.780394 1.865576 2.339855 1.3435 -0.3927 -0.2878 0.401
H -0.785293 1.764759 2.989986 0.8102 -1.4389 0.0570 0.308
H 0.451816 0.623608 3.788231 0.4536 -0.1745 -0.2369 0.361

=====

18
Properties=species:S:1:pos:R:3:forces:R:3:mulliken_charge:R:1 method="wB97M-V/def2-TZVPD" e_homo_ev="-13.76 / -13.73" multiplicity=2 gap_ev="10.3374 / 6.8847" e_lumo_ev="-3.42 / -6.84" charge=+1 e_above_lowest_kcal_mol=4.5 s_squared=0.76
C 1.500082 0.165882 1.013027 -0.0367 0.1630 -0.3419 -1.418
C 0.681818 0.045589 -0.215845 -0.4370 -0.1330 0.1820 0.629
C 0.649722 1.022252 -1.211891 0.4607 -0.0061 -0.4860 -0.175
N 1.273755 2.188709 -1.126321 -1.0362 0.4067 0.7213 -0.334
C -0.243762 -1.115307 -0.339824 0.2773 0.0760 0.0004 -0.574
C -1.333589 -1.089859 0.712220 0.4205 0.0267 0.2146 0.070
C -2.606911 -1.258977 0.422676 0.0949 0.0956 -0.0063 -0.836
H 2.290117 0.905539 0.941365 0.1500 0.0284 0.0117 0.447
H 1.937708 -0.802225 1.241955 0.0544 -0.0766 0.1434 0.344
H 0.846564 0.442027 1.840306 -0.0674 -0.0296 0.2070 0.396
H 0.166438 0.832620 -2.164236 -0.1752 -0.0970 0.1452 0.366
H 1.498899 2.518094 -0.189838 0.4081 -0.0107 -0.2886 0.246
H 0.937150 2.920277 -1.743752 0.4859 -0.0363 -0.1934 0.307
H -0.705277 -1.135071 -1.320105 -0.0114 -0.1015 -0.2199 0.430
H 0.370594 -2.011868 -0.215463 -0.0707 -0.1860 0.0084 0.326
H -1.013431 -0.964278 1.740985 -0.0203 -0.0379 0.0073 0.245
H -3.335176 -1.261715 1.217348 -0.2306 -0.0546 -0.0758 0.276
H -2.914702 -1.401690 -0.602608 -0.2660 -0.0273 -0.0295 0.254

=====

14
Properties=species:S:1:pos:R:3:forces:R:3:mulliken_charge:R:1 method="wB97M-V/def2-TZVPD" e_homo_ev=-8.29 smiles="C=C(N)O.C=C=S" gap_ev=8.6719 e_lumo_ev=0.38 e_above_lowest_kcal_mol=65.6
C -0.406188 0.885874 0.474104 -1.9249 0.0423 0.2031 -1.351
C 0.634632 0.398133 1.079175 0.9472 -2.2718 2.8584 0.755
N 0.533870 -0.712893 1.966895 -0.8688 0.3003 -0.7300 -0.506
O 1.879326 0.872322 1.111406 1.2449 0.0167 -0.1459 -0.495
H -0.378253 1.734187 -0.113161 0.3751 1.6206 -1.2002 0.467
H -1.392583 0.602546 0.794730 -0.1080 -0.4585 -0.1023 0.279
H -0.106976 -1.445112 1.674744 0.1737 0.4747 0.0187 0.264
H 1.334368 -1.111448 2.419330 0.5098 0.4453 -0.2377 0.226
H 1.954443 1.790133 0.844233 -0.3323 0.1096 -0.2028 0.320
C -0.451872 -0.806314 -2.276426 -2.0509 1.1265 -1.3969 -0.419
C 0.183837 -1.636461 -1.561784 0.9726 -1.6045 -0.0959 0.260
S 1.061461 -2.541862 -0.680351 0.5633 -0.7714 0.5669 -0.367
H -0.549538 0.021382 -1.580531 -0.4421 0.8103 -0.5885 0.281
H -1.071270 -0.951694 -3.195699 0.9405 0.1597 1.0531 0.287

=====

112
Properties=species:S:1:pos:R:3:forces:R:3:mulliken_charge:R:1 method="wB97M-V/def2-TZVPD" e_homo_ev=-8.45 gap_ev=8.2608 e_lumo_ev=-0.19 e_above_lowest_kcal_mol=0.0
C 8.731576 -3.052224 0.144936 0.1933 -0.0546 0.2763 -1.342
C 7.347191 -3.225299 0.723876 0.2321 -0.1040 0.1981 -0.260
O 6.367157 -2.971640 -0.282164 0.0948 0.0044 -0.1274 -0.566
C 5.190794 -2.446212 0.179083 0.0644 -0.0943 0.1111 0.735
C 4.439403 -3.195775 1.058062 -0.1796 0.1049 0.0681 -0.147
C 3.243893 -2.678773 1.501062 0.0175 -0.2573 -0.0750 1.017
C 2.781891 -1.430115 1.100955 -0.1166 0.1889 -0.1529 -1.068
C 3.583880 -0.636198 0.251362 -0.1237 -0.2430 0.0296 -0.497
C 3.154336 0.786471 -0.125974 0.1869 -0.0097 -0.2366 1.344
F 2.045956 1.169972 0.546620 0.2048 -0.0925 0.0698 -0.100
F 2.842090 0.861498 -1.446108 -0.0739 0.0855 0.2503 -0.291
C 4.165823 1.985367 0.124208 -0.4325 0.4682 0.0304 0.327
F 3.405390 3.105442 0.271111 0.1820 -0.1997 -0.1584 -0.314
F 4.951527 2.212755 -0.949784 -0.0146 -0.2072 0.3231 -0.269
C 5.029701 1.962783 1.413698 0.1918 0.4412 0.0942 0.562
F 5.753934 3.101746 1.436693 -0.1715 -0.4853 0.0697 -0.220
F 5.887011 0.936049 1.476012 -0.3532 0.2643 0.0780 -0.240
F 4.229037 1.956132 2.481757 0.4063 -0.1430 -0.3506 -0.233
C 4.789389 -1.180851 -0.251808 0.0055 0.0953 -0.1144 0.042
C 5.734021 -0.510889 -1.235238 0.1272 0.0057 -0.1978 -1.387
N 5.122571 -0.194331 -2.529884 0.0285 0.0289 0.1373 -0.494
N 1.499284 -1.058649 1.652226 0.1343 -0.0521 0.2838 1.090
B 1.573044 -0.526075 2.995744 0.1529 0.0880 0.1865 1.096
O 2.816512 -0.185947 3.473240 -0.1252 0.0473 -0.1156 -0.701
O 0.445758 -0.425510 3.788704 -0.0348 -0.1470 -0.2586 -0.663
C 0.458330 -2.032168 1.465552 -0.2050 -0.0729 -0.4019 -1.085
C 0.697453 -3.305174 1.960745 0.1265 -0.1914 -0.0108 1.042
C -0.268526 -4.307203 1.912028 -0.3517 0.2532 0.2403 -0.214
P 0.033348 -5.979017 2.491695 0.7426 -0.7682 -1.2478 0.110
S 0.863938 -7.151513 1.165867 -0.1177 0.1675 0.2255 -0.426
C -1.502828 -4.001076 1.365023 0.4148 -0.0366 0.0464 -0.245
C -1.752757 -2.750811 0.813583 -0.2656 -0.0757 -0.0722 -0.840
C -3.140250 -2.576705 0.237843 0.0448 -0.1897 0.3639 0.443
C -3.337203 -3.198365 -1.135469 -0.6792 -0.0577 -0.0219 -0.240
C -4.804084 -3.117578 -1.573375 -0.0756 0.2361 -0.2647 -0.715
S -5.882809 -4.266875 -0.683135 0.1241 -0.1452 0.0478 -0.163
C -6.459967 -3.337501 0.684385 -0.0110 -0.0231 -0.0540 -0.004
S -6.663526 -4.079976 2.116734 -0.0502 0.0548 -0.0106 -0.164
N -6.798103 -1.982362 0.394775 0.2674 -0.0249 0.8130 0.304
C -8.264890 -1.840212 0.474166 -0.4275 0.1251 -0.7135 -0.859
C -8.735589 -0.466507 -0.013751 0.0460 -0.0938 0.7003 -0.694
C -6.141270 -1.042940 1.342037 0.1744 0.2387 -0.0789 -0.784
C -5.614349 0.230722 0.661340 -0.4065 0.2350 0.2394 -0.792
C -0.765547 -1.760158 0.825084 -0.1724 0.2185 0.2547 0.223
C -1.052014 -0.468344 0.107063 0.5157 -0.2972 -0.6130 -1.135
I -1.209610 1.275163 1.346401 -0.1730 0.0862 0.1107 -0.084
C -0.069018 -0.250703 -1.059300 0.0496 0.1588 0.0680 0.661
C -0.523528 -0.933862 -2.353333 0.2126 -0.1362 -0.0785 -1.612
S 2.291361 -3.636980 2.629883 0.0195 0.0943 0.2624 -0.588
H 9.016791 -3.874272 -0.507482 -0.1084 0.0625 -0.1980 0.313
H 8.831047 -2.099502 -0.371149 -0.0641 -0.0096 -0.1235 0.333
H 9.444878 -3.041770 0.970625 0.0437 -0.0385 0.0168 0.394
H 7.212680 -2.539598 1.564080 -0.1426 0.1256 -0.0681 0.332
H 7.231831 -4.237902 1.119738 -0.0842 -0.0501 -0.0371 0.321
H 4.767493 -4.173995 1.378174 0.0241 -0.0673 -0.0524 0.540
H 6.576010 -1.181050 -1.379290 0.0049 -0.0523 0.1725 0.617
H 6.164692 0.376634 -0.785202 -0.0935 0.1331 -0.0982 0.242
H 5.557493 0.626774 -2.925452 -0.0328 0.0306 -0.0687 0.216
H 5.266018 -0.959725 -3.173078 -0.0102 -0.0288 -0.0520 0.238
H 2.774223 -0.018106 4.418346 0.0810 0.1231 0.0219 0.273
H 0.286174 0.475342 4.081430 -0.0886 -0.0282 0.1621 0.297
H -1.235075 -6.442578 2.860750 -0.0508 0.2702 0.4164 0.093
H 0.818037 -5.857451 3.645131 -0.3685 0.1298 0.3123 0.108
H -2.275657 -4.759331 1.324327 -0.0855 -0.0119 0.0517 0.518
H -3.798091 -3.125813 0.913491 -0.1315 0.0612 0.0738 0.230
H -3.479986 -1.544412 0.272950 -0.0025 0.0595 -0.1301 -0.459
H -2.735235 -2.719508 -1.906482 0.1671 -0.0819 0.0652 0.209
H -3.083175 -4.257868 -1.075921 0.3280 0.0110 -0.1445 0.381
H -4.897952 -3.383244 -2.625448 -0.0111 -0.0723 -0.0357 0.516
H -5.216540 -2.114155 -1.461077 -0.0274 0.0135 0.0558 0.160
H -8.712972 -2.617471 -0.145234 0.1383 -0.1045 -0.0662 0.500
H -8.620843 -2.011356 1.494476 0.1628 -0.1195 0.1095 0.495
H -8.952157 0.157018 0.855781 -0.0007 0.1742 -0.0687 0.258
H -7.979538 0.052831 -0.585610 -0.0918 -0.0568 -0.2809 -0.119
H -9.657512 -0.540842 -0.584184 0.0091 -0.0175 -0.1284 0.388
H -5.311010 -1.541878 1.831486 0.0228 -0.2105 -0.0279 0.584
H -6.831755 -0.784104 2.147775 -0.0962 -0.0342 0.0035 0.551
H -5.888324 0.267095 -0.390047 0.1940 -0.1045 -0.1029 0.168
H -6.074797 1.110762 1.112660 0.0137 0.0544 0.0036 0.259
H -4.539576 0.352434 0.787079 0.0753 -0.0718 -0.1322 -0.059
H -2.037184 -0.527860 -0.338006 -0.0524 0.1384 0.1854 0.676
H 0.899416 -0.647749 -0.777260 0.0931 0.0498 0.0219 -0.883
H 0.084698 0.811400 -1.229007 -0.1219 0.0653 -0.0154 0.705
H -1.591260 -1.147172 -2.367854 -0.0310 0.1186 -0.0017 0.248
H -0.302173 -0.314967 -3.220959 0.0175 0.0671 -0.0043 0.387
H 0.008118 -1.873048 -2.503421 -0.1214 -0.1259 0.0237 0.385
C -6.831711 4.300831 -1.710367 0.0756 -0.0520 -0.0185 -0.569
C -7.238181 3.799839 -3.095158 -0.0714 0.0326 0.0278 -0.571
C -7.362654 2.300977 -2.854903 0.0777 0.0007 0.0170 -0.477
O -7.775816 2.145472 -1.495201 0.0471 0.1037 -0.0773 -0.280
C -7.647326 3.389181 -0.803048 -0.0634 0.0387 -0.0196 -0.352
H -7.042213 5.356008 -1.544728 -0.0197 0.0046 -0.0117 0.357
H -5.763850 4.136651 -1.550793 -0.0004 -0.0013 0.0138 0.253
H -8.206237 4.219543 -3.376344 -0.0041 -0.0102 -0.0078 0.262
H -6.522027 4.042037 -3.878536 0.0221 -0.0022 0.0104 0.332
H -6.398699 1.797030 -2.988843 0.0049 0.0142 -0.0378 0.272
H -8.095170 1.822355 -3.505496 -0.0196 -0.0227 0.0288 0.301
H -8.648303 3.796792 -0.626322 0.0158 0.0316 0.0177 0.285
H -7.171792 3.211090 0.162463 -0.0035 -0.0421 -0.0017 0.207
C 6.112609 5.830585 -0.187406 -0.0230 0.0883 0.0462 0.086
C 5.754667 7.021767 -1.073847 0.0429 -0.0487 -0.0640 -0.643
C 6.954195 7.936270 -0.858379 -0.0299 0.0013 0.0818 -0.437
O 8.071645 7.081456 -0.613870 0.0107 0.0005 0.0045 -0.426
C 7.620251 5.746136 -0.383102 -0.0201 -0.0226 -0.0936 -0.422
H 5.600428 4.910795 -0.459236 -0.0160 -0.0001 -0.0334 -0.130
H 5.878005 6.055533 0.855254 0.0029 -0.0166 0.0067 0.233
H 5.701256 6.708046 -2.118689 -0.0005 0.0085 -0.0038 0.282
H 4.809890 7.495964 -0.812963 0.0002 0.0007 0.0249 0.365
H 6.807700 8.581710 0.014696 -0.0336 0.0174 -0.0191 0.249
H 7.171735 8.567537 -1.720657 0.0379 -0.0068 -0.0016 0.300
H 7.870863 5.135359 -1.257959 -0.0170 -0.0375 0.0227 0.276
H 8.142211 5.337888 0.483069 0.0265 0.0296 0.0044 0.273

=====

16
Properties=species:S:1:pos:R:3:forces:R:3:mulliken_charge:R:1 method="wB97M-V/def2-TZVPD" e_homo_ev=-9.21 smiles="C/C=C/O.O.O" gap_ev=9.7611 e_lumo_ev=0.55 e_above_lowest_kcal_mol=57.2
C -2.372781 -0.051839 0.587730 3.4985 3.1138 2.6445 -0.962
C -1.106459 -0.138969 -0.299642 2.2229 0.5585 -1.6630 -0.392
C -0.235791 0.844443 -0.891660 -2.1479 -3.4699 0.1221 -0.017
O 0.720602 0.558052 -1.892239 -0.4097 -0.5085 0.0581 -0.504
H -3.247585 -0.256406 0.106434 -2.1525 -0.7011 -1.8983 0.406
H -2.457287 1.105171 0.910441 0.0198 -2.8217 -0.0526 0.260
H -2.328139 -0.816086 1.458757 0.1554 1.6427 -1.1505 0.261
H -0.864396 -1.236193 -0.468909 -0.0039 1.5566 -0.5365 0.198
H -0.146531 1.879858 -0.722687 -0.9956 1.1732 0.8613 0.434
H 0.702675 1.193751 -2.657656 -0.2827 -0.6969 1.5706 0.332
O 2.682493 -2.192212 -0.344486 0.5645 0.2380 1.1245 -0.635
H 2.491368 -1.254042 -0.360427 -0.0678 0.2630 -0.0563 0.316
H 2.288498 -2.534916 -1.124010 -0.5472 -0.4473 -1.1032 0.310
O -0.117227 1.249244 2.459841 -0.3411 -4.2824 -2.2493 -0.637
H -0.308085 0.501614 3.087802 0.2545 1.4281 -0.1234 0.341
H -0.127271 0.574758 1.606760 0.2328 2.9538 2.4519 0.287

=====

9
Properties=species:S:1:pos:R:3:forces:R:3:mulliken_charge:R:1 method="wB97M-V/def2-TZVPD" e_homo_ev="-8.91 / -8.91" smiles="CN=S.FS" gap_ev="7.2755 / 7.2760" e_lumo_ev="-1.63 / -1.63" e_above_lowest_kcal_mol=56.1
C 1.343733 0.371113 0.319556 -0.6931 -0.0113 1.1405 -0.628
N 0.364043 -0.775507 0.503230 2.1215 1.4801 -0.1848 -0.264
S 0.365561 -1.750783 -0.682029 -0.0741 -1.2305 -0.6289 0.031
H 2.030299 0.310627 -0.526920 0.2623 -0.7194 0.3603 0.347
H 0.755955 1.235847 0.050940 -0.6219 0.4409 0.0957 0.245
H 1.773930 0.638076 1.311315 0.0376 -0.4606 -0.8045 0.293
F -3.152672 -0.706669 -0.989178 1.6579 1.3616 1.2576 -0.279
S -2.405285 0.459339 0.042681 -1.7647 -0.4643 -0.8367 0.120
H -1.075561 0.217961 -0.029597 -0.9255 -0.3966 -0.3992 0.135

=====

Short version: E_tot = -790.9813 -289.6614 -684.7026 -4937.9385 -345.9234 -991.3590 hartree, in the order given.